{"formula": "C17H23F5NO2P2SYb", "method": "ωB97M-V with the def2-TZVPD basis set", "species": ["Yb", "P", "C", "C", "N", "C", "C", "C", "C", "C", "P", "H", "H", "H", "H", "H", "H", "H", "H", "O", "H", "H", "O", "H", "C", "H", "H", "H", "C", "H", "H", "H", "C", "H", "H", "H", "C", "H", "H", "H", "F", "C", "C", "F", "C", "F", "C", "S", "C", "F", "C", "F"], "coordinates": [[0.6410, -0.0616, -0.0579], [-0.6122, -1.9631, 1.6352], [-2.2789, -1.9371, 0.8253], [-2.8074, -0.6084, 0.3028], [-1.9501, 0.3310, -0.1530], [-2.4637, 1.4562, -0.6950], [-3.8322, 1.7097, -0.7099], [-4.7146, 0.7435, -0.2658], [-4.1896, -0.4385, 0.2273], [-1.5562, 2.5181, -1.2785], [0.1181, 1.9909, -1.8707], [-4.8350, -1.2459, 0.5499], [-4.1868, 2.6642, -1.0802], [-5.7847, 0.9029, -0.3110], [-2.0660, 2.9590, -2.1559], [-1.3792, 3.3105, -0.5290], [-2.2072, -2.6560, -0.0214], [-2.9894, -2.3154, 1.5836], [0.3039, -2.4613, -3.9358], [-0.5007, -2.6510, -3.4096], [-0.9238, -3.3848, -3.8762], [2.6985, -0.6285, -3.6472], [2.0123, -0.6209, -4.3027], [2.4960, -0.5514, -5.1435], [-0.2826, 1.9093, -3.6517], [-0.5454, 2.9013, -4.0390], [0.5574, 1.4760, -4.1937], [-1.1252, 1.2234, -3.7733], [0.9505, 3.6335, -1.8821], [1.9985, 3.4868, -2.1559], [0.4782, 4.3375, -2.5854], [0.9351, 4.0457, -0.8647], [-1.1586, -1.5836, 3.3347], [-1.7295, -2.4210, 3.7472], [-0.2890, -1.3859, 3.9585], [-1.7710, -0.6832, 3.3261], [-0.4138, -3.7713, 1.9162], [0.5899, -3.9467, 2.3093], [-1.1541, -4.1469, 2.6362], [-0.5018, -4.3095, 0.9676], [4.5773, 0.2597, 5.4529], [4.3060, 0.0943, 4.1458], [5.1315, -0.6936, 3.3392], [6.2253, -1.2950, 3.8589], [4.7821, -0.8748, 2.0040], [5.5239, -1.7106, 1.2494], [3.6561, -0.2737, 1.3800], [3.3138, -0.5962, -0.2659], [2.8723, 0.5289, 2.2323], [1.6514, 1.0823, 1.7284], [3.1585, 0.6757, 3.5819], [2.2521, 1.3065, 4.3732]], "gap_ev": [7.10, 5.38], "total_charge": 2, "de_lowest_kj_mol": 120.7, "e_tot_ev": -98103.2492, "max_force_ev_per_a": 2.25, "spin_multiplicity": 2}

***

{"formula": "C36H33N4O2P2SSr", "method": "ωB97M-V with the def2-TZVPD basis set", "species": ["Sr", "N", "C", "C", "C", "C", "C", "C", "S", "O", "O", "N", "C", "N", "C", "C", "C", "N", "H", "H", "H", "H", "H", "H", "H", "H", "H", "C", "C", "P", "C", "C", "C", "C", "C", "C", "C", "C", "C", "C", "C", "C", "P", "C", "C", "C", "C", "C", "C", "C", "C", "C", "C", "C", "C", "H", "H", "H", "H", "H", "H", "H", "H", "H", "H", "H", "H", "H", "H", "H", "H", "H", "H", "H", "H", "H", "H", "H", "H"], "coordinates": [[0.9612, -1.6879, -0.3969], [1.9495, -9.9498, 0.3101], [1.7955, -8.6053, 0.2852], [2.9786, -7.8459, 0.2871], [2.8922, -6.4903, 0.2770], [1.5957, -5.9447, 0.0687], [0.3997, -6.6690, 0.1490], [0.4906, -8.0188, 0.2797], [1.4741, -4.3081, 0.0576], [2.7446, -3.7244, 0.4935], [0.3051, -3.7982, 0.8374], [1.3210, -3.7643, -1.4678], [0.0266, -3.6561, -1.9490], [-0.5345, -4.7147, -2.4332], [-1.4856, -4.5903, -3.3226], [-1.9360, -3.3301, -3.7209], [-1.5401, -2.2886, -2.8780], [-0.5359, -2.3837, -1.9889], [2.8692, -10.3239, 0.4777], [1.1639, -10.5937, 0.3155], [3.9392, -8.3305, 0.2579], [3.8256, -5.8710, 0.3918], [-0.5585, -6.1857, 0.1124], [-0.3668, -8.6843, 0.3667], [-1.8482, -5.5293, -3.7014], [-2.6575, -3.1729, -4.5353], [-2.0396, -1.3377, -2.9362], [-0.5279, 2.2640, 0.2323], [-1.6598, 1.2318, 0.2959], [-2.9165, 1.3618, 1.6675], [-3.4770, 3.0436, 1.3587], [-2.7239, 4.1963, 1.7278], [-3.1481, 5.4504, 1.3398], [-4.2055, 5.5838, 0.4293], [-4.9996, 4.4654, 0.0740], [-4.6196, 3.2089, 0.5638], [-1.9443, 1.5669, 3.1624], [-2.4362, 2.3343, 4.2064], [-1.6706, 2.5795, 5.3083], [-0.4393, 1.9505, 5.5031], [0.0260, 1.0828, 4.4881], [-0.6913, 0.9038, 3.3087], [0.9145, 1.6466, -0.8024], [2.2562, 2.5985, -0.1166], [2.5694, 3.9492, -0.3624], [3.6885, 4.5428, 0.2045], [4.4920, 3.8189, 1.0855], [4.1515, 2.4947, 1.4179], [3.0530, 1.9272, 0.8327], [0.7566, 2.4324, -2.4117], [-0.3079, 3.2324, -2.8134], [-0.4429, 3.6439, -4.1691], [0.5022, 3.2089, -5.0901], [1.6468, 2.5357, -4.6607], [1.7904, 2.1631, -3.3434], [-0.0862, 2.3869, 1.2382], [-0.8864, 3.2353, -0.1224], [-1.2494, 0.2115, 0.4108], [-2.1892, 1.2543, -0.6457], [-1.8000, 4.1154, 2.3269], [-2.6417, 6.3226, 1.7183], [-4.4077, 6.5621, -0.0198], [-5.9057, 4.5650, -0.5490], [-5.2993, 2.3602, 0.3352], [-3.4158, 2.7930, 4.0813], [-1.9413, 3.3652, 6.0174], [0.1560, 2.0572, 6.4422], [0.9438, 0.5169, 4.6367], [-0.1892, 0.3457, 2.4986], [1.9153, 4.5333, -0.9750], [3.9864, 5.5595, -0.0650], [5.4061, 4.2883, 1.5041], [4.7671, 1.9140, 2.1328], [2.8187, 0.8873, 1.0332], [-1.1249, 3.5076, -2.1341], [-1.2436, 4.3376, -4.4360], [0.3554, 3.3603, -6.1656], [2.4937, 2.2731, -5.3399], [2.6716, 1.6288, -2.9974]], "gap_ev": 7.85, "total_charge": 1, "e_tot_ev": -78166.2884, "max_force_ev_per_a": 3.53}

***

{"formula": "C5H14N4", "method": "ωB97M-V with the def2-TZVPD basis set", "species": ["C", "C", "C", "C", "C", "N", "N", "N", "N", "H", "H", "H", "H", "H", "H", "H", "H", "H", "H", "H", "H", "H", "H"], "coordinates": [[2.0669, 2.5211, -1.3557], [0.5684, 4.6605, -1.3276], [2.9811, 0.2909, -1.7480], [0.4680, 0.7131, -1.6837], [1.8514, 1.2769, -2.0575], [1.4514, 3.7472, -1.1407], [2.7302, 3.2613, -0.5786], [0.5383, 5.8747, -0.8053], [-5.0924, -8.5490, 5.3659], [-0.2572, 4.3842, -1.9806], [-0.2258, 6.5006, -1.0042], [3.9513, 0.7291, -1.9648], [2.8617, -0.5985, -2.3591], [2.9589, -0.0011, -0.7019], [0.3482, -0.2545, -2.1630], [-0.3360, 1.3601, -2.0217], [0.3907, 0.5738, -0.6088], [1.8499, 1.5075, -3.1327], [1.2782, 6.1998, -0.1972], [-4.4382, -9.2270, 4.9514], [-5.4299, -8.9021, 6.2723], [-5.8977, -8.4219, 4.7367], [-4.6174, -7.6468, 5.5046]], "gap_ev": 9.37, "total_charge": 2, "de_lowest_kj_mol": 113.6, "e_tot_ev": -11354.9914, "max_force_ev_per_a": 1.35}